[1]
{"formula": "C35H48ClN4O6Zn", "method": "the ωB97M-V functional and the def2-TZVPD basis", "homo_ev": [-4.43, -3.15], "homo_lumo_gap_ev": [6.561, 5.267], "lumo_ev": [2.127, 2.122], "total_charge": -1, "elements": ["O", "C", "C", "C", "H", "C", "H", "C", "H", "C", "H", "C", "H", "H", "C", "C", "H", "H", "H", "C", "C", "H", "H", "H", "H", "Zn", "Cl", "C", "O", "N", "C", "C", "H", "H", "H", "H", "H", "H", "H", "H", "H", "C", "C", "N", "H", "C", "O", "H", "H", "H", "H", "H", "H", "C", "C", "N", "H", "C", "O", "H", "H", "H", "H", "C", "C", "C", "C", "C", "C", "N", "C", "C", "C", "C", "C", "C", "C", "O", "O", "C", "C", "H", "H", "H", "H", "H", "H", "H", "H", "H", "H", "H", "H", "H", "H"], "positions_angstrom": [[-1.42254, 0.24534, -1.21600], [-1.60988, 0.95130, -2.34818], [-1.95015, -0.02270, -3.48484], [-1.73551, -1.38945, -3.34939], [-1.32170, -1.77752, -2.42368], [-2.03480, -2.25393, -4.40285], [-1.86492, -3.32015, -4.27183], [-2.51880, -1.74271, -5.60448], [-2.72112, -2.41136, -6.43814], [-2.73203, -0.36953, -5.73919], [-3.09798, 0.04254, -6.67499], [-2.46028, 0.48129, -4.67624], [-2.60290, 1.55724, -4.73634], [-2.48260, 1.64421, -2.26534], [-0.38506, 3.13413, -1.86951], [-0.40351, 1.85614, -2.64786], [0.30201, 3.88563, -2.27270], [-0.00689, 2.84099, -0.86978], [-1.36142, 3.57476, -1.70529], [0.57842, 1.40556, -3.45662], [1.88323, 2.05740, -3.75468], [0.37753, 0.52490, -4.06510], [1.98737, 2.31126, -4.81931], [2.65322, 1.30530, -3.54781], [2.06961, 2.93487, -3.14461], [0.18033, 0.04463, -0.17146], [1.75781, 1.74638, -0.65235], [2.64624, -0.75871, 1.35009], [1.39514, -0.71904, 1.43751], [3.61495, -0.81502, 2.24801], [3.46816, -0.44634, 3.64721], [4.87348, -1.43050, 1.85069], [3.05955, -0.79968, 0.35555], [2.46352, -0.08784, 3.82662], [4.19256, 0.33828, 3.89343], [3.64572, -1.31702, 4.28835], [4.77480, -1.78556, 0.81438], [5.09706, -2.28842, 2.49627], [5.68817, -0.69613, 1.88424], [-4.45319, -3.41036, -0.40436], [-2.43878, -4.52547, 1.17141], [-3.59277, -2.80453, -0.72527], [-1.81247, -3.70837, 0.78186], [-2.65225, -2.60221, 0.36723], [-3.95113, -1.82465, -1.05797], [-2.43395, -1.35881, 0.86241], [-1.36500, -0.97522, 1.35722], [-1.12693, -3.34925, 1.55353], [-3.30885, -0.69208, 0.76185], [-3.09914, -3.30916, -1.57180], [-1.22240, -4.07481, -0.07150], [-0.87419, 4.15411, 3.46575], [-3.51708, 3.55121, 3.45648], [-1.04828, 4.19991, 2.37717], [-3.42282, 3.49565, 2.36132], [-2.05295, 3.22699, 1.97745], [-0.10983, 4.00369, 1.85145], [-1.71905, 2.09772, 1.31281], [-0.55236, 1.73731, 1.14070], [-4.04400, 2.67318, 1.98604], [-2.58938, 1.52113, 0.93272], [-1.39614, 5.20743, 2.10641], [-3.75922, 4.44723, 1.92863], [-0.79140, 1.62411, 5.48404], [0.33970, 2.20774, 4.72285], [0.89891, 3.42941, 5.12732], [1.92518, 4.05515, 4.39864], [2.40077, 3.48338, 3.25359], [1.80391, 2.23261, 2.85742], [2.42662, 1.69497, 1.75241], [3.91371, 1.16978, -0.31889], [4.84185, 2.18346, -0.10531], [5.92928, 2.22075, -1.07833], [5.97520, 1.31646, -2.07681], [5.02600, 0.27540, -2.22250], [3.99053, 0.18035, -1.28975], [3.00706, -0.88916, -1.74549], [3.51621, -1.57339, -2.68291], [1.84129, -1.10504, -1.27178], [0.81166, 1.54360, 3.65321], [0.20477, 0.19012, 3.55815], [-1.69456, 1.50344, 4.88182], [-0.57270, 0.66406, 5.94824], [-0.99886, 2.33533, 6.27478], [0.46096, 3.83414, 6.03393], [2.31008, 5.02989, 4.66403], [3.16258, 3.99484, 2.64207], [2.75894, 2.43569, 1.11956], [4.78368, 2.95298, 0.68205], [6.65578, 3.00726, -1.00143], [6.73052, 1.23210, -2.87554], [4.90885, -0.47357, -3.02992], [0.63924, -0.50799, 2.81910], [0.32912, -0.40697, 4.47033], [-0.87496, 0.26673, 3.37959]], "mulliken_charge": [-0.8570, 0.7024, -0.9011, 0.1797, 0.8058, -1.2174, 0.4070, -0.4002, 0.3793, -0.7810, 0.3678, 0.0012, 0.3999, 0.3220, -1.1894, 0.0021, 0.3982, -0.1319, 0.4279, 0.2825, -1.2705, 0.2945, 0.4534, 0.1085, 0.2306, 2.6720, -0.4501, 0.4363, -0.7044, 0.7137, -0.8887, -1.0439, -0.8997, 0.2917, 0.2848, 0.3160, 0.3132, 0.3492, 0.3296, 0.3394, 0.3472, -0.9743, -0.9113, 0.2660, 0.3183, -0.3332, -0.6520, 0.2263, 0.4703, 0.2858, 0.3097, 0.2967, 0.3068, -0.9708, -0.9929, 0.5133, 0.1083, -0.4762, 0.3421, 0.2990, -0.2630, 0.5268, 0.3111, -1.8012, 0.9487, -0.9798, -0.6582, -0.7428, -0.3080, 0.4956, 1.9400, -1.1057, -0.6836, -0.7794, -1.2316, 0.1183, -0.0518, -0.9210, -0.3526, 2.0688, -2.2412, 0.2530, 0.2945, 0.4552, 0.2896, 0.3477, 0.3354, 0.3188, 0.2769, 0.4131, 0.3217, 0.5382, -0.0669, 0.5309, 0.5501]}

=====

[2]
{"formula": "C20H23ClFN3S", "method": "the ωB97M-V functional and the def2-TZVPD basis", "homo_ev": -7.82, "homo_lumo_gap_ev": 8.171, "smiles": "Fc1ccc(CN2CCN(C(=S)NCCc3ccccc3)CC2)c(Cl)c1", "lumo_ev": 0.352, "elements": ["F", "C", "C", "C", "C", "C", "C", "H", "H", "C", "N", "C", "C", "N", "C", "S", "N", "H", "C", "H", "H", "C", "C", "C", "C", "C", "C", "C", "H", "H", "H", "H", "H", "H", "H", "C", "C", "H", "H", "H", "H", "H", "H", "H", "H", "H", "H", "Cl", "H"], "positions_angstrom": [[3.80928, -3.04640, -5.17532], [2.68059, -2.52439, -4.40416], [1.84672, -3.52071, -3.68717], [0.87843, -3.04756, -3.04633], [0.55528, -1.57286, -3.10396], [1.49248, -0.83772, -3.71192], [2.67957, -1.27781, -4.47245], [2.96225, -0.57589, -5.05448], [1.09389, 0.16985, -3.67518], [-0.54165, -1.22341, -2.10078], [-0.36047, -1.80200, -0.65161], [0.70750, -1.00089, -0.20055], [0.41728, 0.72331, 0.16107], [-0.73262, 0.45629, 1.25677], [-0.80132, 0.80029, 2.42928], [-1.96359, 0.59226, 3.40834], [0.57865, 1.21082, 3.10129], [1.38343, 1.19690, 2.53109], [0.37226, 1.85042, 4.43410], [-0.36468, 1.61226, 4.91590], [1.25804, 1.45573, 4.88873], [0.83524, 3.16481, 4.10222], [-0.29500, 3.71192, 3.12520], [0.19227, 3.79580, 1.77593], [-1.17602, 4.17035, 0.70314], [-2.24560, 4.51201, 1.20415], [-2.46240, 4.53107, 2.39945], [-1.71705, 3.97178, 3.50648], [-1.74758, 3.92752, 4.44910], [-3.50307, 4.60054, 2.82647], [-3.04836, 4.65730, 0.43006], [-0.69253, 4.34056, -0.38628], [1.06895, 3.72291, 1.45012], [1.78880, 3.58981, 3.59770], [0.65933, 3.92212, 4.94518], [-1.92932, -0.25832, 0.68941], [-1.60762, -1.50676, 0.08296], [-2.08625, -2.13006, -0.19268], [-1.21968, -2.16481, 1.07838], [-2.63302, -0.32832, 1.27657], [-1.98535, 0.52607, -0.22657], [1.48025, 0.86100, 0.78458], [0.19926, 1.07942, -0.67525], [1.75362, -0.80439, -0.90080], [1.05680, -1.52819, 0.69769], [-1.47631, -1.66710, -2.32439], [-0.64391, -0.08639, -2.24797], [0.01081, -4.08544, -2.16805], [2.05071, -4.63858, -3.89623]], "nbo_charge": [-0.3826, 0.4531, -0.2830, -0.0740, -0.0590, -0.1588, -0.3084, 0.2360, 0.2067, -0.2796, -0.4139, -0.2183, -0.1922, -0.4176, 0.2402, -0.1804, -0.6796, 0.3819, -0.2214, 0.2224, 0.2020, -0.4436, 0.0290, -0.1981, -0.1538, -0.2915, -0.1963, -0.1794, 0.1911, 0.2067, 0.2116, 0.2089, 0.1532, 0.2340, 0.1985, -0.1769, -0.1685, 0.1690, 0.1769, 0.2256, 0.1672, 0.2274, 0.1656, 0.2083, 0.2026, 0.2146, 0.1838, 0.1015, 0.2589]}

=====

[3]
{"formula": "CH3ClFPS", "method": "the ωB97M-V functional and the def2-TZVPD basis", "homo_ev": -8.91, "homo_lumo_gap_ev": 9.231, "smiles": "C[P@](F)(=S)Cl", "lumo_ev": 0.325, "elements": ["C", "F", "P", "S", "Cl", "H", "H", "H"], "positions_angstrom": [[-1.02975, 0.08493, -0.15497], [0.90646, -0.33251, 1.60654], [0.77857, 0.10043, 0.02243], [2.03901, 1.77860, -0.47294], [1.56026, -1.51022, -0.81371], [-1.63802, 0.86771, 0.48843], [-1.42517, -0.22115, -1.15221], [-1.19137, -0.76778, 0.47644]], "nbo_charge": [-1.0253, -0.5650, 1.4945, -0.5336, -0.2024, 0.2965, 0.2807, 0.2547]}

=====

[4]
{"formula": "C33H47CsN10PSi", "method": "the ωB97M-V functional and the def2-TZVPD basis", "homo_ev": -2.31, "homo_lumo_gap_ev": 3.600, "lumo_ev": 1.289, "total_charge": -1, "elements": ["Cs", "C", "N", "C", "C", "N", "C", "P", "C", "N", "C", "C", "N", "C", "C", "N", "C", "C", "N", "C", "H", "H", "H", "H", "H", "H", "H", "H", "H", "H", "H", "H", "H", "H", "H", "N", "C", "C", "C", "C", "C", "C", "C", "H", "H", "H", "H", "H", "N", "C", "N", "C", "N", "C", "C", "C", "C", "Si", "C", "C", "C", "C", "C", "C", "C", "C", "H", "H", "H", "H", "H", "H", "H", "H", "H", "H", "H", "H", "H", "H", "H", "H", "H", "H", "H", "H", "H", "H", "H", "H", "H", "H", "H"], "positions_angstrom": [[0.73357, -0.64903, -0.43693], [-4.57568, -4.36407, 1.28748], [-3.22551, -3.84045, 1.18796], [-2.11353, -4.41178, 1.74316], [-1.09044, -3.53704, 1.50997], [-1.54384, -2.44757, 0.82960], [-2.82904, -2.64034, 0.63898], [-4.02718, -1.55864, -0.20141], [-3.86274, -0.05434, 0.79637], [-2.75450, 0.58398, 1.09453], [-3.12033, 1.63859, 1.87424], [-4.47827, 1.64013, 2.05169], [-4.95403, 0.55896, 1.36390], [-6.34578, 0.16887, 1.25067], [-3.15174, -1.09543, -1.72961], [-1.97489, -0.52518, -1.86358], [-1.78217, -0.34443, -3.19910], [-2.86314, -0.80635, -3.89690], [-3.73630, -1.28450, -2.96047], [-5.04076, -1.85729, -3.24382], [-4.52380, -5.40260, 1.60655], [-5.07957, -4.31002, 0.32333], [-5.16269, -3.80087, 2.01340], [-2.15572, -5.35892, 2.25223], [-0.05501, -3.63818, 1.79234], [-2.38821, 2.32574, 2.26754], [-5.13494, 2.29968, 2.59241], [-6.94665, 0.85060, 1.84774], [-6.49992, -0.84548, 1.61699], [-6.68567, 0.21902, 0.21639], [-0.88217, 0.10977, -3.58560], [-3.09085, -0.82985, -4.94835], [-5.20180, -1.82883, -4.31898], [-5.82959, -1.28870, -2.75365], [-5.09231, -2.89313, -2.91038], [-0.18044, -3.26667, -2.14035], [-1.05103, -3.90007, -2.53850], [-2.16524, -4.68164, -3.01804], [-3.23365, -4.95578, -2.17106], [-4.31097, -5.69778, -2.62907], [-4.32821, -6.16756, -3.93571], [-3.26000, -5.89634, -4.78052], [-2.17905, -5.15754, -4.32592], [-3.19121, -4.58609, -1.15506], [-5.13919, -5.91416, -1.96604], [-5.16864, -6.74774, -4.29334], [-3.26941, -6.26454, -5.79779], [-1.34010, -4.94117, -4.97414], [3.42725, -0.82800, -1.40383], [4.29583, -1.59225, -1.54250], [5.24341, -2.44034, -1.86080], [5.83899, -3.09660, -0.87509], [6.42151, -3.72657, -0.09140], [4.34000, 3.64795, 2.06138], [3.49425, 2.55946, 1.37764], [3.82977, 2.59441, -0.11978], [3.99894, 1.19607, 1.87521], [1.51230, 2.62082, 1.60258], [0.90232, 4.17584, 0.48969], [-0.51820, 4.57172, 0.90567], [1.75614, 5.45341, 0.49413], [0.78179, 3.69484, -0.96223], [1.20439, 3.18306, 3.50368], [2.01307, 2.25383, 4.41491], [-0.26494, 2.92293, 3.86512], [1.53614, 4.62932, 3.90234], [5.40261, 3.52543, 1.80167], [4.27262, 3.59931, 3.14931], [4.04262, 4.65289, 1.75393], [4.89093, 2.35041, -0.26634], [3.65642, 3.57636, -0.56358], [3.25913, 1.84912, -0.67908], [5.07874, 1.10618, 1.69075], [3.51430, 0.38117, 1.33376], [3.83131, 1.03975, 2.94106], [-0.54367, 5.07123, 1.87327], [-1.16876, 3.69219, 0.94891], [-0.94799, 5.26783, 0.16848], [1.87508, 5.86158, 1.49913], [1.28975, 6.23639, -0.12637], [2.75248, 5.27618, 0.08818], [0.10168, 2.83897, -1.02228], [1.73946, 3.39252, -1.38981], [0.37033, 4.49880, -1.59281], [1.84371, 1.20532, 4.15234], [1.70661, 2.39350, 5.46300], [3.08366, 2.44640, 4.36181], [-0.54642, 1.89715, 3.61250], [-0.94752, 3.60206, 3.35017], [-0.41843, 3.06415, 4.94676], [2.57325, 4.88867, 3.68504], [1.37708, 4.78094, 4.98255], [0.89773, 5.34534, 3.38390]], "mulliken_charge": [1.4713, -0.8970, 0.3533, -0.3370, -0.8559, 0.0444, -0.1611, -0.3140, -0.0835, 0.0173, 0.0763, -0.7497, 0.2813, -0.7651, -0.2315, 0.0473, -0.7641, -0.4416, 0.4484, -0.7307, 0.2928, 0.3433, 0.3138, 0.4189, 0.4281, 0.0960, 0.3622, 0.3112, 0.2603, 0.2790, 0.4308, 0.4220, 0.2908, 0.2854, 0.2451, -0.2903, -0.2745, 0.2670, 0.1843, -0.4693, -0.4401, -0.5352, -0.6489, 0.5506, 0.3930, 0.4036, 0.4032, 0.5121, -0.4947, 0.2662, -0.7361, 0.5294, -0.6138, -1.7828, 2.4934, -2.0610, -1.7930, -0.8533, 2.4862, -2.1151, -1.7184, -1.8763, 2.2573, -2.3065, -2.0875, -1.8476, 0.5267, 0.2925, 0.2302, 0.5350, 0.4085, 0.2722, 0.4766, 0.2729, 0.3010, 0.3132, 0.1952, 0.5694, 0.2317, 0.5125, 0.2916, 0.3185, 0.3253, 0.4781, 0.3349, 0.5329, 0.3791, 0.3144, 0.3138, 0.5332, 0.2318, 0.5151, 0.3040]}

=====

Calculated energy, -4272.321620 -1897.657945 -1339.543534 -2484.226556 hartree (same order as the records).
Calculated energy above the lowest of the compared OMol25 structures with the same formula, charge and spin, 189.2 2059.0 0.0 36.1 kJ/mol (same order as the records).